DFT (ωB97M-V with the def2-TZVPD basis set) results for 2 unconnected molecules or ions with the total composition C4H7NO at a distorted geometry.

Each line ends with the Mulliken charge.
Element x y z (Å)
C: 1.691 0.876 -0.585  -0.509
C: 2.169 0.219 0.578  -0.368
C: 1.094 -0.417 1.143  -0.463
N: -0.015 -0.091 0.417  0.043
C: 0.353 0.637 -0.684  -0.297
H: 2.278 1.476 -1.261  0.369
H: 3.179 0.211 0.948  0.383
H: 0.966 -0.820 2.136  0.328
H: -0.925 -0.490 0.581  0.199
H: -0.390 1.061 -1.342  0.321
O: -3.513 -0.819 -0.266  -0.651
H: -3.028 -0.282 -0.899  0.318
H: -3.860 -1.562 -0.766  0.325

Summary:
Electronic energy = -7798.7115 eV
HOMO level = -8.33 eV
LUMO energy = 0.6 eV

=====

DFT (ωB97M-V with the def2-TZVPD basis set) results for 2 unconnected molecules or ions with the total composition C4H7NO at a distorted geometry.

Each line ends with the Mulliken charge.
Element x y z (Å)
C: 0.498 -2.570 -0.237  -0.969
C: -0.429 -1.548 -0.838  -0.458
C: -1.295 -0.897 -0.134  0.609
O: -2.044 -0.297 0.528  -0.386
H: 1.508 -2.429 -0.614  0.284
H: 0.176 -3.581 -0.493  0.266
H: 0.512 -2.475 0.846  0.313
H: -0.400 -1.383 -1.903  0.338
C: 0.603 2.791 0.569  -0.262
N: -0.223 3.569 0.049  -0.474
H: 0.663 2.506 1.623  0.228
H: 1.344 2.343 -0.081  0.267
H: -0.911 3.971 0.684  0.243

Summary:
Electronic energy = -7797.0634 eV
HOMO level = -8.91 eV
LUMO energy = 0.8 eV

=====

DFT (ωB97M-V with the def2-TZVPD basis set) results for a molecular structure, C4H7NO at a distorted geometry.

Each line ends with the Mulliken charge.
Element x y z (Å)
C: 1.957 0.148 -0.052  0.100
C: -0.228 -0.207 0.377  0.031
C: -0.833 0.844 -0.411  -0.601
C: -1.693 -0.489 -0.160  -0.590
H: 1.632 1.067 0.491  0.297
H: 0.953 -1.719 -0.015  0.283
H: 0.283 -0.056 1.643  0.290
H: -0.458 1.335 -1.442  0.243
H: -1.330 1.520 0.209  0.279
H: -1.743 -1.240 -0.998  0.313
H: -2.430 -0.433 1.031  0.222
N: 0.778 -0.730 -0.552  -0.481
O: 3.112 -0.041 -0.122  -0.386

Summary:
Electronic energy = -7793.7371 eV
HOMO level = -9.89 eV
LUMO energy = 0.7 eV

=====

DFT (ωB97M-V with the def2-TZVPD basis set) results for a molecular structure, C4H7NO at a distorted geometry.

Each line ends with the Mulliken charge.
Element x y z (Å)
C: 1.532 0.001 0.536  -0.806
C: -0.410 -0.154 0.119  0.785
C: -1.216 1.114 -0.204  -1.261
O: -1.258 -0.933 0.908  -0.534
C: 0.079 -0.880 -1.061  0.069
N: 0.846 -1.384 -1.768  -0.484
H: 2.292 0.405 1.254  0.282
H: 1.661 -1.076 0.571  0.287
H: 1.764 0.476 -0.413  0.277
H: -2.200 0.889 -0.654  0.338
H: -0.675 1.757 -0.899  0.315
H: -1.416 1.650 0.726  0.346
H: -0.999 -1.865 0.887  0.384

Summary:
Electronic energy = -7796.0533 eV
HOMO level = -10.16 eV
LUMO energy = 0.6 eV

=====

DFT (ωB97M-V with the def2-TZVPD basis set) results for a single C4H7NO molecule at a distorted geometry.

Each line ends with the Mulliken charge.
Element x y z (Å)
C: -0.035 -1.648 1.201  -1.132
C: -0.269 -0.824 -0.073  0.668
O: -0.587 -1.342 -1.127  -0.570
C: -0.078 0.662 0.106  -0.118
C: 0.673 1.560 -0.898  -0.344
N: -0.727 1.678 -0.961  -0.565
H: -0.995 -1.887 1.665  0.274
H: 0.579 -1.185 1.983  0.343
H: 0.451 -2.576 0.914  0.349
H: -0.327 0.961 1.139  0.315
H: 1.200 1.036 -1.698  0.250
H: 1.198 2.429 -0.497  0.249
H: -1.081 1.136 -1.754  0.281

Summary:
Electronic energy = -7797.5467 eV
HOMO level = -9.92 eV
LUMO energy = 1.0 eV

=====

DFT (ωB97M-V with the def2-TZVPD basis set) results for a single C4H7NO molecule.

Each line ends with the Mulliken charge.
Element x y z (Å)
O: 0.857 -0.909 -1.972  -0.465
C: -0.318 -0.853 -1.693  0.073
C: -0.896 0.200 -0.768  -0.738
C: -0.459 -0.022 0.674  0.095
C: 0.982 -0.077 1.003  -0.445
N: 0.195 1.113 1.323  -0.617
H: -1.023 -1.606 -2.106  0.325
H: -1.988 0.227 -0.851  0.333
H: -0.500 1.174 -1.076  0.270
H: -1.129 -0.631 1.281  0.390
H: 1.694 0.041 0.191  0.241
H: 1.306 -0.733 1.808  0.296
H: -0.027 1.137 2.314  0.241

Summary:
Electronic energy = -7797.4618 eV
HOMO level = -9.73 eV
LUMO energy = 0.9 eV

=====

DFT (ωB97M-V with the def2-TZVPD basis set) results for a single C4H7NO molecule.

Each line ends with the Mulliken charge.
Element x y z (Å)
C: 0.778 0.667 1.101  -0.822
N: 0.661 0.305 -0.314  -0.286
C: 0.363 -1.148 -0.585  -0.384
C: -1.088 -0.743 -0.390  0.476
O: -1.970 -1.191 0.292  -0.551
C: -0.705 0.677 -0.797  -0.448
H: 0.773 1.762 1.167  0.307
H: -0.049 0.288 1.729  0.336
H: 1.728 0.314 1.509  0.292
H: 0.620 -1.357 -1.629  0.238
H: 0.765 -1.932 0.062  0.293
H: -1.190 1.501 -0.269  0.301
H: -0.686 0.856 -1.876  0.249

Summary:
Electronic energy = -7797.3702 eV
HOMO level = -9.42 eV
LUMO energy = 1.0 eV

=====

DFT (ωB97M-V with the def2-TZVPD basis set) results for 2 unconnected molecules or ions with the total composition C4H7NO at a distorted geometry.

Each line ends with the Mulliken charge.
Element x y z (Å)
C: -0.051 1.467 1.481  -1.156
C: 0.356 0.344 0.588  -0.144
O: -0.532 -0.623 0.428  -0.258
C: -0.362 -1.750 -0.175  -0.480
C: 0.079 -0.160 -2.345  0.242
N: 0.004 -0.597 -3.416  -0.412
H: 0.139 1.263 2.545  0.293
H: 0.505 2.373 1.216  0.334
H: -1.118 1.681 1.363  0.287
H: 1.400 0.043 0.479  0.454
H: 0.197 0.368 -1.384  0.193
H: -1.257 -2.330 -0.343  0.291
H: 0.639 -2.079 -0.435  0.357

Summary:
Electronic energy = -7794.7332 eV
HOMO level (spin up / spin down) = -8.00 / -7.92 eV
LUMO energy (spin up / spin down) = 0.4 / 0.2 eV

=====

DFT (ωB97M-V with the def2-TZVPD basis set) results for a single C4H7NO molecule at a distorted geometry.

Each line ends with the Mulliken charge.
Element x y z (Å)
C: 1.177 -1.003 0.053  -0.434
N: 0.148 -1.541 -0.817  -0.583
C: 0.523 -0.122 -0.945  -0.124
C: -0.298 1.013 -0.376  -0.071
C: -1.272 0.790 0.682  -0.404
O: -0.123 1.420 1.165  -0.429
H: 0.930 -0.784 1.092  0.178
H: 2.189 -1.346 -0.126  0.259
H: -0.730 -1.668 -0.322  0.301
H: 1.047 0.061 -1.882  0.391
H: -0.064 2.083 -0.327  0.432
H: -2.227 1.307 0.690  0.275
H: -1.300 -0.210 1.113  0.208

Summary:
Electronic energy = -7794.9940 eV
HOMO level = -9.62 eV
LUMO energy = 1.1 eV

=====

DFT (ωB97M-V with the def2-TZVPD basis set) results for a single C4H7NO molecule.

Each line ends with the Mulliken charge.
Element x y z (Å)
O: 2.647 -1.664 -0.213  -0.572
C: 1.765 -0.886 -0.520  0.020
N: 1.129 -0.063 0.357  -0.178
C: -0.034 0.713 0.036  -0.085
C: -1.302 0.487 0.839  -0.542
C: -1.238 0.018 -0.583  -0.583
H: 1.396 -0.782 -1.558  0.325
H: 1.515 -0.039 1.293  0.240
H: 0.304 1.694 -0.273  0.338
H: -1.226 -0.262 1.622  0.265
H: -1.967 1.314 1.090  0.240
H: -1.859 0.520 -1.326  0.249
H: -1.131 -1.048 -0.763  0.285

Summary:
Electronic energy = -7798.2763 eV
HOMO level = -9.73 eV
LUMO energy = 1.0 eV

=====

DFT (ωB97M-V with the def2-TZVPD basis set) results for a single C4H7NO molecule at a distorted geometry.

Each line ends with the Mulliken charge.
Element x y z (Å)
N: 2.641 0.640 0.071  -0.591
C: 1.697 -0.153 -0.204  0.123
O: 0.612 0.377 -0.801  -0.363
C: -0.661 -0.221 -0.836  0.272
C: -1.066 -1.001 0.276  -0.935
C: -1.550 1.336 -0.840  -0.711
H: 3.447 0.135 0.426  0.245
H: 1.681 -1.241 -0.057  0.366
H: -0.909 -0.642 -1.804  0.318
H: -1.831 -1.773 0.142  0.288
H: -0.564 -1.022 1.242  0.372
H: -0.941 2.207 -0.515  0.295
H: -2.537 1.422 -0.375  0.319

Summary:
Electronic energy = -7793.5878 eV
HOMO level (spin up / spin down) = -8.50 / -9.05 eV
LUMO energy (spin up / spin down) = -0.1 / -0.5 eV

=====

DFT (ωB97M-V with the def2-TZVPD basis set) results for a single C4H7NO molecule at a distorted geometry.

Each line ends with the Mulliken charge.
Element x y z (Å)
O: 1.888 -0.170 0.956  -0.552
C: 0.996 0.133 -0.150  0.016
C: 0.115 -1.069 -0.651  -0.888
C: -1.135 -0.208 -0.454  0.033
N: -1.175 0.088 0.975  -0.552
C: -0.323 0.912 0.084  -0.377
H: 1.974 0.640 1.474  0.296
H: 1.804 0.557 -0.729  0.368
H: 0.166 -1.895 0.060  0.269
H: 0.259 -1.435 -1.673  0.271
H: -2.034 -0.162 -1.068  0.421
H: -2.021 0.628 1.164  0.249
H: -0.514 1.980 0.013  0.448

Summary:
Electronic energy = -7796.3742 eV
HOMO level = -9.26 eV
LUMO energy = 1.0 eV